Below is the molecule C3H8N4O, with properties calculated with ωB97M-V with the def2-TZVPD basis set.

Summary:
- highest occupied orbital energy (eV) = -8.68
- LUMO level (eV) = 0.4
- maximum force (hartree/bohr) = 0.132
- gap between HOMO and LUMO (eV) = 9.0574
- ΔE to the lowest compared entry with this formula, charge and spin (eV) = 5.281
- net charge = 0
- SMILES = CN/N=C(/N)C(N)=O

Element x y z (Å)
C  1.320  0.813  -1.913
N  0.877  -0.444  -1.446
N  1.256  -0.732  -0.119
C  0.395  -0.331  0.764
N  0.713  0.198  1.988
C  -1.120  0.062  0.554
N  -1.680  -0.389  -0.621
O  -1.913  0.568  1.317
H  1.147  2.029  -1.690
H  2.523  0.656  -1.840
H  0.993  0.904  -3.098
H  1.189  -1.167  -2.004
H  1.404  -0.472  2.524
H  -0.050  -0.038  2.717
H  -2.767  0.091  -0.780
H  -0.862  -0.243  -1.404



Below is a structure of composition C33H46HgN3OPSi, with properties calculated with ωB97M-V with the def2-TZVPD basis set.

Summary:
- highest occupied orbital energy (alpha / beta) (eV) = -7.67 / -9.57
- LUMO level (alpha / beta) (eV) = -2.8 / -2.8
- maximum force (hartree/bohr) = 0.014
- gap between HOMO and LUMO (alpha / beta) (eV) = 4.9188 / 6.7911
- ⟨S²⟩ = 0.76
- spin multiplicity = 2
- net charge = +1

Element x y z (Å)
Hg  -0.155  0.841  -1.539
C  2.493  -2.631  -2.410
C  3.011  -1.357  -3.074
C  1.941  -0.729  -3.966
C  3.580  -0.378  -2.032
C  5.028  -0.734  -1.634
O  4.987  -0.837  -0.201
C  3.697  -0.592  0.171
N  2.862  -0.357  -0.751
C  3.487  -0.609  1.646
C  4.630  -0.758  2.444
C  4.545  -0.774  3.823
C  3.307  -0.662  4.438
C  2.174  -0.501  3.661
C  2.239  -0.456  2.270
P  0.673  -0.197  1.315
C  -0.240  -1.680  1.926
C  -0.027  -2.842  1.181
C  -0.609  -4.046  1.555
C  -1.434  -4.100  2.672
C  -1.656  -2.950  3.418
C  -1.061  -1.747  3.051
C  -0.067  1.194  2.255
C  0.731  2.209  2.783
C  0.162  3.294  3.435
C  -1.217  3.384  3.572
C  -2.025  2.420  2.985
C  -1.453  1.349  2.311
H  2.179  -3.357  -3.163
H  1.637  -2.389  -1.775
H  3.260  -3.099  -1.785
H  3.855  -1.618  -3.721
H  1.001  -0.605  -3.421
H  1.746  -1.369  -4.830
H  2.255  0.251  -4.333
H  3.530  0.633  -2.446
H  5.751  0.029  -1.912
H  5.346  -1.695  -2.038
H  5.592  -0.855  1.967
H  5.445  -0.872  4.416
H  3.229  -0.693  5.517
H  1.212  -0.401  4.150
H  0.615  -2.798  0.305
H  -0.412  -4.943  0.981
H  -1.900  -5.034  2.960
H  -2.275  -2.992  4.307
H  -1.236  -0.864  3.655
H  1.808  2.150  2.683
H  0.796  4.069  3.848
H  -1.662  4.200  4.127
H  -3.103  2.495  3.066
H  -2.091  0.612  1.835
C  -4.974  -1.502  0.044
C  -3.442  -1.523  -0.187
N  -3.130  -0.915  -1.475
C  -3.602  -1.771  -2.556
C  -5.106  -2.085  -2.354
N  -5.609  -1.159  -1.278
C  -5.286  0.268  -1.632
C  -3.742  0.406  -1.587
H  -5.271  -0.736  0.758
H  -5.360  -2.460  0.384
H  -3.061  -2.544  -0.182
H  -2.929  -0.982  0.606
H  -3.020  -2.691  -2.565
H  -3.432  -1.261  -3.503
H  -5.272  -3.105  -2.012
H  -5.694  -1.921  -3.255
H  -6.617  -1.261  -1.200
H  -5.778  0.920  -0.914
H  -5.694  0.472  -2.620
H  -3.418  1.011  -0.741
H  -3.372  0.886  -2.491
C  1.831  3.985  -3.296
Si  1.158  3.581  -1.591
C  2.499  3.948  -0.326
C  -0.306  4.697  -1.208
H  2.125  5.040  -3.336
H  1.092  3.808  -4.081
H  2.713  3.380  -3.523
H  2.694  5.027  -0.308
H  3.431  3.431  -0.573
H  2.199  3.642  0.681
H  0.024  5.741  -1.172
H  -0.744  4.450  -0.237
H  -1.088  4.614  -1.968



Below is a cluster of 2 separate species, C2H3NO2S2 in total, with properties calculated with ωB97M-V with the def2-TZVPD basis set.

Summary:
- highest occupied orbital energy (eV) = -9.36
- LUMO level (eV) = -0.6
- maximum force (hartree/bohr) = 0.061
- gap between HOMO and LUMO (eV) = 8.7155
- ΔE to the lowest compared entry with this formula, charge and spin (eV) = 2.321
- net charge = 0

Element x y z (Å)
C  -0.549  -1.092  -0.681
C  -1.613  0.776  0.502
N  -1.228  -0.017  -0.374
O  2.546  -0.114  1.387
O  0.671  -1.225  -0.695
S  2.293  1.587  -0.785
S  2.675  -0.098  -0.040
H  -1.190  -1.982  -1.092
H  -2.173  1.677  0.110
H  -1.432  0.489  1.667



Below is a cluster of 2 separate species, C2H4NOP in total, with properties calculated with ωB97M-V with the def2-TZVPD basis set.

Summary:
- highest occupied orbital energy (eV) = -9.22
- LUMO level (eV) = 0.4
- maximum force (hartree/bohr) = 0.102
- gap between HOMO and LUMO (eV) = 9.5943
- ΔE to the lowest compared entry with this formula, charge and spin (eV) = 3.532
- net charge = 0

Element x y z (Å)
C  -0.352  1.027  0.130
C  -0.711  -0.435  -0.100
N  0.878  1.261  -0.042
O  1.705  0.161  -0.036
P  0.973  -1.311  0.031
H  -1.070  1.829  0.018
H  -1.695  -0.630  0.248
H  -0.530  -0.508  -1.618
H  0.802  -1.393  1.368



Below is a cluster of 9 separate species, H18O9 in total, with properties calculated with ωB97M-V with the def2-TZVPD basis set.

Summary:
- highest occupied orbital energy (eV) = -10.61
- LUMO level (eV) = -0.3
- maximum force (hartree/bohr) = 0.042
- gap between HOMO and LUMO (eV) = 10.3062
- ΔE to the lowest compared entry with this formula, charge and spin (eV) = 3.636
- net charge = 0
- SMILES = O.O.O.O.O.O.O.O.O

Element x y z (Å)
O  -0.009  -0.206  -1.146
H  0.623  -0.288  -0.423
H  -0.710  0.349  -0.784
O  -2.169  2.073  2.200
H  -1.281  2.265  2.522
H  -2.692  2.831  2.487
O  -3.374  -1.743  -1.187
H  -3.387  -1.267  -0.349
H  -3.862  -2.554  -1.004
O  3.626  3.106  -1.563
H  3.613  2.206  -1.218
H  3.481  3.657  -0.786
O  0.888  -2.281  -0.991
H  0.159  -2.018  -0.418
H  0.710  -1.826  -1.822
O  4.129  -2.861  1.481
H  3.218  -2.551  1.539
H  4.062  -3.812  1.623
O  -1.506  -1.102  2.268
H  -1.858  -0.391  1.720
H  -2.264  -1.398  2.784
O  -2.650  0.563  -3.277
H  -1.835  0.985  -2.982
H  -3.154  0.436  -2.465
O  1.787  1.885  0.338
H  1.815  2.507  1.074
H  2.639  1.437  0.377



Below is the ion C5H14N2O with charge +1, with properties calculated with ωB97M-V with the def2-TZVPD basis set.

Summary:
- highest occupied orbital energy (alpha / beta) (eV) = -13.29 / -13.28
- LUMO level (alpha / beta) (eV) = -3.0 / -7.9
- maximum force (hartree/bohr) = 0.058
- gap between HOMO and LUMO (alpha / beta) (eV) = 10.3199 / 5.3467
- ⟨S²⟩ = 0.76
- spin multiplicity = 2
- ΔE to the lowest compared entry with this formula, charge and spin (eV) = 1.688
- net charge = +1

Element x y z (Å)
C  -2.056  -1.791  -0.081
N  -1.407  -0.757  0.752
C  -0.268  -0.088  0.179
C  0.352  0.954  1.099
C  1.299  1.913  0.318
N  0.673  2.724  -0.762
C  0.853  -1.133  -0.089
O  0.629  -1.828  -1.305
H  -2.550  -2.445  0.640
H  -2.693  -1.334  -0.835
H  -1.284  -2.363  -0.643
H  -1.315  -1.176  1.674
H  -0.601  0.378  -0.757
H  -0.358  1.634  1.574
H  0.833  0.441  1.936
H  1.710  2.665  0.994
H  2.122  1.329  -0.113
H  -0.076  2.166  -1.174
H  0.185  3.525  -0.372
H  1.803  -0.634  -0.273
H  0.943  -1.832  0.735
H  0.370  -1.198  -1.982



Which of these has the lowest maximum force? C33H46HgN3OPSi